(1)
16
Properties=species:S:1:pos:R:3:nbo_charge:R:1 method="wB97M-V/def2-TZVPD" e_lumo_ev=-0.12 homo_lumo_gap_ev=7.3 homo_ev=-7.38 energy_ha=-773.2079
C -1.477 1.923 0.240 -0.43
C 0.027 -0.186 -0.004 0.45
H -1.435 3.045 0.527 0.22
H -2.194 1.393 0.947 0.22
H -1.744 2.120 -0.882 0.20
H 1.274 2.298 -0.087 0.45
H 1.970 0.481 -0.060 0.40
H 2.692 -2.747 -0.030 0.12
H -1.402 -2.949 -0.509 0.36
H 0.302 -2.783 -0.665 0.35
N -0.271 1.120 0.174 -0.18
N 1.402 -0.462 -0.054 -0.77
N -0.973 -1.081 0.006 -0.31
N -0.570 -2.402 -0.113 -0.69
O 0.439 1.892 -0.643 -0.55
S 1.960 -1.662 1.153 0.17

---

(2)
15
Properties=species:S:1:pos:R:3:nbo_charge:R:1 method="wB97M-V/def2-TZVPD" e_lumo_ev=0.56 homo_lumo_gap_ev=8.2 homo_ev=-7.63 energy_ha=-698.1017
C -0.342 -0.939 1.474 -0.41
C -0.114 -0.075 -0.759 0.56
H -0.150 -2.021 1.326 0.22
H 0.262 -0.720 2.551 0.19
H -1.522 -0.759 1.757 0.19
H 0.382 0.731 0.942 0.39
H -0.430 1.280 -2.205 0.39
H -0.153 2.860 -0.138 0.35
H 1.393 2.115 -0.306 0.35
H 0.771 -2.349 -0.321 0.06
N 0.185 -0.100 0.529 -0.64
N -0.112 1.243 -1.290 -0.47
N 0.488 2.367 -0.757 -0.65
N -0.425 -1.002 -1.705 -0.69
S -0.233 -2.631 -1.100 0.15

---

(3)
15
Properties=species:S:1:pos:R:3:nbo_charge:R:1 method="wB97M-V/def2-TZVPD" e_lumo_ev=-2.96 homo_lumo_gap_ev=10.6 charge=+1 homo_ev=-13.59 energy_ha=-354.4395
C -0.322 -1.524 0.161 0.54
C 0.192 -2.855 -0.009 -0.75
N 1.941 -0.034 -0.189 -0.22
N 2.806 0.650 0.029 0.29
N -0.823 -0.482 0.238 -0.48
N 3.747 1.333 -0.005 -0.53
N -0.856 1.968 0.030 -0.91
H -0.234 -3.524 0.751 0.29
H 1.264 -2.692 0.158 0.28
H 0.047 -3.246 -1.035 0.29
H -0.716 0.887 0.495 0.46
H 4.762 1.368 0.154 0.46
H -1.155 2.601 0.713 0.42
H -1.426 1.978 -0.765 0.43
H 0.115 2.268 -0.261 0.43

---

(4)
12
Properties=species:S:1:pos:R:3:nbo_charge:R:1 method="wB97M-V/def2-TZVPD" e_lumo_ev="7.72 / 7.74" homo_lumo_gap_ev="3.3 / 7.8" spin_multiplicity=2 charge=-2 s2=0.75 homo_ev="4.45 / -0.02" energy_ha=-210.7866
O 2.180 0.735 -1.225 -1.33
H 2.775 0.172 -1.792 0.38
C -1.843 -0.163 1.115 -1.35
C -0.670 0.303 0.267 -0.26
N 0.247 -0.860 -0.002 -0.92
H -2.748 0.439 1.225 0.12
H -1.512 -0.393 2.188 0.15
H -2.483 -1.087 0.847 0.14
H -0.043 1.034 0.778 0.17
H -1.127 0.635 -0.681 0.15
H 1.165 -0.291 -0.163 0.44
H -0.125 -1.208 -0.878 0.32

---

(5)
12
Properties=species:S:1:pos:R:3:nbo_charge:R:1 method="wB97M-V/def2-TZVPD" e_lumo_ev="0.88 / 0.81" homo_lumo_gap_ev="6.5 / 10.5" spin_multiplicity=2 s2=0.75 homo_ev="-5.63 / -9.67" energy_ha=-210.9132
C 0.894 0.176 -1.427 -0.41
C -1.234 0.368 -0.246 -0.31
N -0.200 -0.392 -0.685 -0.58
H 1.653 -0.568 -1.653 0.20
H 1.354 1.011 -0.887 0.17
H 0.545 0.578 -2.381 0.19
H -1.319 1.417 -0.461 0.17
H -2.059 -0.157 0.196 0.18
H 0.007 -1.279 -0.268 0.39
H -0.184 0.349 2.684 0.48
H 0.642 -0.960 2.788 0.47
O -0.101 -0.543 2.339 -0.95

---

(6)
12
Properties=species:S:1:pos:R:3:nbo_charge:R:1 method="wB97M-V/def2-TZVPD" e_lumo_ev="0.69 / 0.68" homo_lumo_gap_ev="6.0 / 10.7" spin_multiplicity=2 s2=0.75 homo_ev="-5.29 / -10.01" energy_ha=-210.8414
C -2.152 0.256 -0.063 -0.44
C 0.170 0.447 -0.518 -0.33
N -0.729 0.451 0.440 -0.60
H -3.054 0.352 0.659 0.21
H -2.344 -0.522 -0.800 0.20
H -2.364 1.230 -0.720 0.18
H -0.041 0.142 -1.670 0.18
H 1.309 0.598 -0.305 0.20
H -0.581 0.491 1.392 0.40
H 3.428 -0.693 1.049 0.45
H 3.566 -1.714 0.027 0.46
O 2.791 -1.037 0.510 -0.90

---

(7)
12
Properties=species:S:1:pos:R:3:nbo_charge:R:1 method="wB97M-V/def2-TZVPD" e_lumo_ev=-3.63 homo_lumo_gap_ev=11.3 charge=+1 homo_ev=-14.91 energy_ha=-210.7388
N 1.523 1.517 0.998 -0.90
H 0.931 0.874 0.347 0.48
H 2.440 1.823 0.647 0.45
H 1.056 2.381 1.262 0.44
H 1.670 0.927 1.824 0.45
O 0.600 -0.613 -0.071 -0.62
C -0.247 -1.250 -0.672 0.52
C -1.691 -0.954 -0.774 -0.76
H 0.018 -2.169 -1.218 0.15
H -1.828 -0.014 -1.319 0.27
H -2.200 -0.758 0.176 0.26
H -2.272 -1.765 -1.201 0.26

---

(8)
12
Properties=species:S:1:pos:R:3:nbo_charge:R:1 method="wB97M-V/def2-TZVPD" smiles=C[C@@H]([NH3+])O e_lumo_ev=-3.84 homo_lumo_gap_ev=12.2 charge=+1 homo_ev=-16.05 energy_ha=-210.6978
C -1.076 0.225 0.668 -0.68
C -0.078 -0.090 -0.482 0.25
N 1.249 0.371 0.078 -0.70
O -0.037 -1.412 -0.753 -0.72
H -0.987 -0.503 1.387 0.23
H -1.028 1.314 1.101 0.23
H -2.156 -0.036 0.445 0.27
H -0.497 0.517 -1.381 0.22
H 2.090 0.375 -0.531 0.44
H 1.564 -0.306 0.712 0.45
H 1.265 1.384 0.292 0.46
H -0.310 -1.840 -1.537 0.53

---

(9)
12
Properties=species:S:1:pos:R:3:nbo_charge:R:1 method="wB97M-V/def2-TZVPD" smiles=C[C@@H]([NH3+])O e_lumo_ev=-3.77 homo_lumo_gap_ev=12.6 charge=+1 homo_ev=-16.33 energy_ha=-210.7029
C -0.859 -0.818 0.013 -0.69
C 0.432 -0.270 -0.368 0.30
N 0.524 1.307 0.073 -0.72
O 1.550 -0.839 0.066 -0.65
H -1.084 -0.799 1.112 0.24
H -1.669 -0.282 -0.489 0.26
H -0.729 -1.900 -0.228 0.26
H 0.446 -0.242 -1.598 0.20
H -0.404 1.828 0.430 0.45
H 0.934 1.915 -0.534 0.43
H 1.115 1.275 0.859 0.43
H 1.305 -1.575 0.556 0.50

---

(10)
12
Properties=species:S:1:pos:R:3:nbo_charge:R:1 method="wB97M-V/def2-TZVPD" e_lumo_ev=-5.25 homo_lumo_gap_ev=11.2 charge=+1 homo_ev=-16.41 energy_ha=-210.7080
O -1.520 -1.025 -1.349 -0.98
H -0.641 0.244 -0.339 0.47
H -2.200 -0.619 -1.908 0.49
H -1.597 -1.938 -1.667 0.51
C 0.457 -0.256 1.425 -0.44
C 1.041 1.318 -0.338 0.12
N 0.253 0.434 0.138 -0.38
H -0.087 0.353 2.150 0.25
H 1.503 -0.414 1.636 0.25
H -0.138 -1.166 1.406 0.26
H 1.090 1.351 -1.424 0.24
H 1.839 1.718 0.270 0.22

---

(11)
12
Properties=species:S:1:pos:R:3:nbo_charge:R:1 method="wB97M-V/def2-TZVPD" e_lumo_ev=-3.96 homo_lumo_gap_ev=10.6 charge=+1 homo_ev=-14.52 energy_ha=-210.7321
N -0.410 0.742 1.997 -0.88
H 0.117 1.256 2.706 0.46
H -0.469 -0.252 2.159 0.45
H 0.031 1.009 1.084 0.48
H -1.354 1.136 1.917 0.45
O 1.210 0.526 -0.253 -0.60
C 1.040 -0.343 -1.088 0.48
C -0.284 -0.793 -1.600 -0.75
H 1.946 -0.767 -1.538 0.15
H -1.021 -1.104 -0.868 0.24
H -0.759 0.059 -2.100 0.27
H -0.047 -1.468 -2.416 0.25

---

(12)
13
Properties=species:S:1:pos:R:3:nbo_charge:R:1 method="wB97M-V/def2-TZVPD" e_lumo_ev=-3.69 homo_lumo_gap_ev=10.9 charge=+1 homo_ev=-14.57 energy_ha=-285.9703
C -1.573 1.121 2.516 -0.42
N -1.797 0.097 1.405 -0.67
H -1.187 2.012 2.033 0.25
H -2.447 1.171 3.154 0.25
H -0.704 0.786 3.086 0.24
H -2.667 -0.387 1.612 0.44
H -1.112 -0.666 1.410 0.45
H -1.769 0.513 0.474 0.46
O 0.833 0.512 -1.027 -0.57
C 1.482 -0.150 -1.765 0.67
O 1.437 -1.549 -1.623 -0.73
H 2.225 0.070 -2.513 0.14
H 2.309 -1.925 -1.570 0.50

---

(13)
13
Properties=species:S:1:pos:R:3:nbo_charge:R:1 method="wB97M-V/def2-TZVPD" e_lumo_ev=-3.50 homo_lumo_gap_ev=12.1 charge=+1 homo_ev=-15.57 energy_ha=-285.9506
C -2.096 0.318 -0.141 -0.43
N -1.126 -0.364 0.792 -0.73
H -3.151 0.203 0.007 0.25
H -1.759 0.056 -1.175 0.24
H -1.990 1.377 0.093 0.23
H -0.102 -0.058 0.895 0.50
H -1.369 -0.189 1.821 0.43
H -1.262 -1.487 0.714 0.45
O 1.449 0.150 0.351 -0.62
C 2.507 -0.056 -0.177 0.69
O 2.468 -0.397 -1.531 -0.68
H 3.499 0.010 0.187 0.16
H 2.931 0.436 -1.836 0.49

---

(14)
14
Properties=species:S:1:pos:R:3:nbo_charge:R:1 method="wB97M-V/def2-TZVPD" e_lumo_ev="-0.71 / -0.40" homo_lumo_gap_ev="8.4 / 8.6" homo_ev="-9.07 / -9.00" energy_ha=-627.3759
C -1.577 -0.239 1.157 -0.98
C -0.426 -0.097 -1.565 -0.99
N 2.012 1.098 0.084 -0.52
O 1.419 -2.384 0.287 -0.69
O 0.723 0.962 0.719 -0.67
P -0.037 -0.358 0.200 1.59
H -2.045 0.728 0.981 0.25
H -2.226 -1.047 0.832 0.26
H -1.355 -0.362 2.214 0.27
H 0.454 0.323 -2.046 0.27
H -0.635 -1.070 -1.999 0.26
H -1.279 0.568 -1.683 0.24
H 2.440 0.166 0.109 0.37
H 2.533 1.712 0.708 0.36

---

(15)
15
Properties=species:S:1:pos:R:3:nbo_charge:R:1 method="wB97M-V/def2-TZVPD" smiles="COP(N)(=S)OC" e_lumo_ev=0.73 homo_lumo_gap_ev=9.8 homo_ev=-9.04 energy_ha=-1025.8151
C 1.767 -1.630 0.729 -0.26
C -2.013 1.099 0.650 -0.25
N 0.134 0.489 -2.012 -1.19
O 0.997 -1.124 -0.386 -0.84
O -1.109 0.018 0.355 -0.83
P 0.482 0.344 -0.394 1.95
S 1.411 1.590 0.737 -0.57
H 2.611 -0.992 0.881 0.21
H 2.263 -2.537 0.472 0.19
H 0.959 -1.831 1.526 0.21
H -2.094 1.704 -0.306 0.16
H -1.706 1.634 1.518 0.19
H -3.054 0.782 0.899 0.19
H -0.787 0.944 -2.308 0.42
H 0.139 -0.489 -2.361 0.41

---

(16)
14
Properties=species:S:1:pos:R:3:nbo_charge:R:1 method="wB97M-V/def2-TZVPD" e_lumo_ev=-3.76 homo_lumo_gap_ev=11.5 charge=+1 homo_ev=-15.31 energy_ha=-361.2538
O -0.699 -0.354 -0.754 -0.59
C 0.105 -0.136 0.109 0.78
O 0.589 1.012 0.514 -0.66
C 0.711 -1.240 0.961 -0.34
N 0.144 -2.545 0.489 -0.67
H 0.439 1.740 -0.149 0.54
H 1.765 -1.198 0.772 0.26
H 0.478 -1.086 2.010 0.26
H -0.730 -2.372 -0.006 0.47
H 0.799 -3.056 -0.073 0.45
H -0.024 -3.080 1.342 0.45
H -1.312 2.531 -1.505 0.50
H 0.017 3.381 -1.595 0.50
O -0.563 2.881 -1.011 -0.96

---

(17)
13
Properties=species:S:1:pos:R:3:nbo_charge:R:1 method="wB97M-V/def2-TZVPD" smiles="C=N.CPO" e_lumo_ev=1.02 homo_lumo_gap_ev=9.5 homo_ev=-8.52 energy_ha=-552.2769
C -2.895 -0.239 0.150 -0.01
C 2.070 -0.529 0.889 -0.97
N -2.099 0.385 -0.594 -0.63
O 0.722 1.307 -0.690 -0.96
P 1.606 -0.134 -0.845 0.81
H -2.559 -0.331 1.325 0.14
H -3.816 -0.723 0.075 0.16
H -0.064 1.048 -1.123 0.49
H 1.303 -0.759 1.749 0.25
H 2.772 -1.345 0.775 0.23
H 2.689 0.254 1.204 0.22
H -2.523 0.635 -1.588 0.34
H 2.793 0.431 -1.328 -0.08

---

(18)
14
Properties=species:S:1:pos:R:3:nbo_charge:R:1 method="wB97M-V/def2-TZVPD" e_lumo_ev="-1.80 / -1.80" homo_lumo_gap_ev="6.4 / 6.4" homo_ev="-8.24 / -8.24" energy_ha=-950.4386
C -1.129 -0.810 0.273 -0.58
C 0.348 -1.267 0.363 -0.75
N 0.196 2.466 -0.518 -0.98
O 1.760 0.057 -1.623 -0.95
P 1.658 -0.036 -0.002 1.40
S 3.410 -0.336 0.736 -0.42
H -1.410 -0.082 1.000 0.22
H -1.301 -0.417 -0.789 0.21
H -1.658 -1.630 0.523 0.21
H 0.494 -1.911 -0.553 0.25
H 0.464 -1.750 1.270 0.25
H 1.238 2.737 -0.600 0.33
H -0.097 2.938 0.283 0.31
H 0.811 0.070 -1.888 0.50